(1)
A structure of composition C10H11AsCl6IrO2, computed with ωB97M-V/def2-TZVPD.

Structure (XYZ):
```
31
Properties=species:S:1:pos:R:3:forces:R:3
Ir 1.330 -0.069 0.755 -0.3 0.2 -1.0
Cl -3.669 4.769 0.846 0.0 0.1 -0.1
C -2.467 3.669 0.431 -0.1 0.1 0.0
C -2.170 3.459 -1.017 -0.1 0.1 0.0
Cl -3.050 4.342 -2.136 0.0 0.0 0.1
C -1.220 2.583 -1.449 0.1 -0.1 -0.1
Cl -0.865 2.324 -3.094 0.0 0.0 0.0
C -0.492 1.840 -0.478 -0.3 0.2 -0.2
O 0.386 1.014 -0.780 0.4 -0.3 0.6
C -0.795 2.044 1.000 0.1 0.0 -0.2
O -0.135 1.362 1.766 -0.1 -0.3 0.4
C -1.800 2.998 1.397 0.0 0.0 0.1
Cl -2.093 3.205 3.054 0.1 -0.1 0.0
C 0.198 -3.500 0.607 0.1 0.0 0.0
As 0.199 -1.867 -0.412 0.0 -0.1 0.9
C 0.820 -2.340 -2.168 0.1 0.2 0.0
C -1.671 -1.448 -0.647 0.1 0.1 0.0
H -0.394 -4.245 0.077 0.0 0.0 0.0
H -0.239 -3.314 1.586 0.0 0.0 0.0
H 1.215 -3.868 0.728 0.0 0.0 0.0
H 0.113 -3.071 -2.559 0.0 0.0 0.0
H 1.813 -2.781 -2.112 0.0 0.0 0.0
H 0.842 -1.465 -2.814 0.0 0.0 0.0
H -2.206 -2.374 -0.854 0.0 0.0 0.0
H -1.796 -0.765 -1.485 0.0 0.0 0.0
H -2.069 -1.001 0.263 0.0 0.0 0.0
Cl 3.811 0.637 0.524 0.4 0.1 0.1
C 4.215 -0.327 1.962 0.1 0.0 -0.1
Cl 2.665 -0.938 2.644 -0.4 -0.1 -0.5
H 4.702 0.298 2.702 -0.1 0.0 0.0
H 4.824 -1.174 1.665 0.0 0.0 0.0
```
Positions in Å, forces in eV/Å.

Properties
⟨S²⟩ = 0.754
Gap between HOMO and LUMO (alpha / beta) = 6.16 / 6.11 eV
Charge = +2
Spin multiplicity = 2
Calculated total energy = -153437.0673 eV

Atom charges from the natural (NBO) analysis, given in e for atoms 1 to 6: Ir 0.668; Cl 0.216; C -0.064; C 0.027; Cl 0.244; C -0.210



(2)
The ion C10H11BBrF9NO4S with charge -1, computed with ωB97M-V/def2-TZVPD.

Structure (XYZ):
```
38
Properties=species:S:1:pos:R:3:forces:R:3
N 4.998 -1.125 2.186 -2.6 1.7 -1.7
B 4.896 0.095 1.238 0.3 -0.9 2.2
O 5.311 1.406 1.773 -2.6 -1.9 -0.1
C 4.287 -0.210 -0.259 -2.1 1.2 -2.3
C 3.080 0.388 -0.909 4.8 -2.4 0.9
C 2.068 1.525 -0.297 1.0 -0.2 -0.3
C 0.792 0.809 0.442 0.2 -0.2 -0.8
C -0.652 1.244 -0.281 0.6 -0.1 1.0
C -1.337 -0.158 -0.781 -0.2 0.5 -1.8
C -2.969 -0.017 -1.125 3.2 -0.1 -0.6
F -3.079 1.329 -1.803 -0.4 -4.0 1.8
F -3.234 -1.123 -2.106 0.1 3.4 2.9
C -3.812 -0.127 0.268 3.5 2.3 0.6
F -3.279 -1.163 1.229 1.8 5.8 -8.8
F -3.674 1.179 1.015 0.7 -3.8 -2.3
S -5.641 -0.450 0.110 -5.3 1.4 -1.2
F -5.970 1.122 0.801 0.0 -0.5 -1.2
F -5.600 -1.042 1.756 -1.8 1.5 -1.9
F -5.452 -2.063 -0.431 0.7 1.0 -0.4
F -5.768 0.207 -1.463 0.9 -1.0 2.0
F -7.344 -0.704 0.080 -0.3 0.1 -0.7
C 3.094 -0.438 -2.326 -5.7 0.5 -1.7
O 1.954 -0.620 -3.002 8.2 0.8 3.7
O 4.468 -0.933 -2.634 -2.6 -0.6 3.1
C 4.988 -1.290 -1.274 2.7 -3.0 0.6
O 5.849 -2.292 -1.080 -5.9 7.1 -1.4
H 4.442 -1.930 1.769 1.1 1.2 0.8
H 4.548 -0.890 3.112 1.1 -0.5 -1.1
H 4.702 1.646 2.545 1.5 -0.6 -1.5
H 2.697 2.177 0.479 -1.2 -1.6 -1.8
H 1.755 2.271 -1.162 0.6 -1.8 1.7
H 0.830 1.081 1.580 -0.2 -0.5 -2.2
H 0.949 -0.370 0.334 -0.4 2.6 0.4
H -1.245 1.826 0.544 0.7 -1.4 -1.7
H -0.481 2.024 -1.167 -0.3 -2.0 1.9
H -1.091 -1.070 -0.092 -0.9 1.9 -1.1
H -0.840 -0.410 -1.837 -1.1 0.5 2.3
Br -4.244 -1.907 2.767 0.0 -6.4 10.8
```
Positions in Å, forces in eV/Å.

Properties
Gap between HOMO and LUMO = 3.29 eV
Charge = -1
Calculated total energy = -126228.0655 eV

Atom charges from the natural (NBO) analysis, given in e for atoms 1 to 6: N -1.072; B 1.075; O -0.922; C -0.454; C 0.033; C -0.451



(3)
A cluster of 2 separate species, C10H11Br2NO3 in total, computed with ωB97M-V/def2-TZVPD.

Structure (XYZ):
```
27
Properties=species:S:1:pos:R:3:forces:R:3
C -0.926 -1.092 -5.622 0.0 -0.1 -0.1
C -0.925 -1.318 -4.151 0.0 0.1 0.0
Br -2.645 -1.426 -3.394 -0.2 0.0 0.1
C 0.121 -1.470 -3.351 0.2 -0.1 -0.2
Br 1.885 -1.442 -4.029 0.1 -0.1 0.0
O -0.010 -1.793 -2.029 0.0 0.1 0.3
C 0.068 -0.765 -1.115 0.1 -0.5 0.3
O -0.780 -0.557 -0.311 -0.1 0.3 -0.2
O 1.254 -0.171 -1.212 0.0 0.5 -0.8
N 1.286 1.206 -0.775 0.0 -0.1 0.4
H -1.579 -0.256 -5.867 0.0 0.1 0.0
H 0.071 -0.898 -6.005 0.0 0.0 0.0
H -1.325 -1.973 -6.127 0.0 0.0 0.0
H 1.805 1.653 -1.526 0.0 -0.1 -0.1
H 0.331 1.558 -0.833 -0.1 -0.1 0.0
C 0.365 0.873 2.503 -0.1 0.0 0.1
C 1.394 1.032 3.421 0.0 0.0 0.0
C 1.144 0.888 4.779 0.0 0.0 0.0
C -0.136 0.586 5.220 0.0 0.0 0.0
C -1.167 0.429 4.304 0.0 0.0 0.0
C -0.916 0.572 2.946 0.0 0.0 0.1
H 0.555 0.976 1.448 0.1 0.0 0.0
H 2.393 1.267 3.076 0.0 0.0 0.0
H 1.948 1.012 5.494 0.0 0.0 0.0
H -0.331 0.473 6.279 0.0 0.0 0.0
H -2.165 0.192 4.648 0.0 0.0 0.0
H -1.716 0.444 2.228 0.0 0.0 0.0
```
Positions in Å, forces in eV/Å.

Properties
SMILES = C/C(Br)=C(\Br)OC(=O)ON.c1ccccc1
Gap between HOMO and LUMO = 9.42 eV
Calculated total energy = -158263.4895 eV

Atom charges from the natural (NBO) analysis, given in e for atoms 1 to 6: C -0.658; C -0.118; Br 0.091; C 0.154; Br 0.069; O -0.507



(4)
A cluster of 5 separate species, C10H11Cl16O7P in total, computed with ωB97M-V/def2-TZVPD.

Structure (XYZ):
```
45
Properties=species:S:1:pos:R:3:forces:R:3
C 1.835 0.109 3.336 -0.4 0.3 -1.1
C 1.654 0.002 1.749 0.8 -0.5 -0.5
O 2.992 0.229 1.181 -1.1 -0.1 -0.3
C 1.191 -1.445 1.229 -0.2 -0.1 0.5
C -0.018 -2.125 2.043 2.6 0.6 0.9
O -0.569 -3.218 1.272 -2.6 2.5 1.6
C -1.979 -3.106 1.526 -0.9 -2.5 -2.1
O -2.757 -3.724 0.792 2.4 2.7 3.6
O -2.226 -2.290 2.682 0.9 -0.6 -2.3
C -1.196 -1.231 2.648 0.2 -1.7 -1.0
P -2.054 0.073 1.559 -5.9 1.7 0.7
O -3.561 0.003 1.893 4.5 0.1 -1.0
O -1.924 -0.217 -0.111 2.2 0.8 3.2
O -1.569 1.657 2.018 0.7 -2.7 -1.8
H 0.815 0.386 3.777 1.5 -0.6 -0.3
H 2.554 0.970 3.556 -0.9 -1.3 -0.3
H 2.229 -0.898 3.714 -0.6 1.8 -0.4
H 0.990 0.815 1.290 0.6 -1.0 1.0
H 2.938 0.184 0.198 0.0 0.0 1.1
H 2.098 -2.145 1.356 -1.4 1.1 -0.3
H 0.924 -1.399 0.118 0.3 -0.1 1.4
H 0.488 -2.582 2.967 -1.0 0.7 -2.1
H -0.988 -0.869 3.710 -0.4 -0.4 -1.6
H -0.994 0.010 -0.356 -0.7 -0.4 -0.3
H -0.812 1.967 1.472 -0.5 0.0 0.5
C -4.424 0.782 -3.179 0.0 -0.1 0.3
Cl -5.044 2.341 -3.770 0.0 -0.2 0.1
Cl -2.898 0.398 -4.005 -0.3 -0.2 0.3
Cl -4.141 0.882 -1.431 -0.4 0.1 -0.6
Cl -5.615 -0.493 -3.515 0.2 0.2 0.0
C -1.025 3.390 -6.471 -0.1 0.1 0.0
Cl -1.041 4.975 -7.273 0.0 -0.3 0.1
Cl -0.876 2.109 -7.693 0.0 0.2 0.2
Cl 0.355 3.306 -5.354 -0.2 0.0 -0.2
Cl -2.535 3.169 -5.563 0.4 0.3 -0.4
C 1.369 -2.592 6.555 0.1 -0.1 0.4
Cl 2.001 -4.155 7.115 -0.1 0.3 -0.1
Cl 2.656 -1.370 6.633 -0.2 -0.2 0.0
Cl 0.801 -2.750 4.875 0.2 -0.2 1.3
Cl 0.016 -2.094 7.591 0.2 -0.1 -0.3
C 4.068 2.189 -6.027 0.0 0.0 -0.1
Cl 3.329 1.599 -4.522 0.1 0.1 -0.2
Cl 3.070 1.694 -7.410 0.2 0.1 0.3
Cl 4.175 3.962 -5.977 0.0 -0.3 0.0
Cl 5.697 1.502 -6.196 -0.3 0.1 0.1
```
Positions in Å, forces in eV/Å.

Properties
SMILES = C[C@@H](O)C[C@@H]1OC(=O)O[C@@H]1P(=O)(O)O.ClC(Cl)(Cl)Cl.ClC(Cl)(Cl)Cl.ClC(Cl)(Cl)Cl.ClC(Cl)(Cl)Cl
Gap between HOMO and LUMO = 9.97 eV
Calculated total energy = -234526.2713 eV

Atom charges from the natural (NBO) analysis, given in e for atoms 1 to 6: C -0.654; C 0.111; O -0.730; C -0.463; C 0.072; O -0.494



(5)
A structure of composition C10H11Cl2MgNO2, computed with ωB97M-V/def2-TZVPD.

Structure (XYZ):
```
27
Properties=species:S:1:pos:R:3:forces:R:3
C 1.137 -1.306 -1.902 -0.1 -0.9 -0.8
C -0.258 -1.212 -2.147 0.3 -1.0 -0.4
C -0.939 -1.927 -1.121 0.2 -0.4 -0.2
C 0.033 -2.438 -0.222 0.3 -1.2 -0.7
C 1.330 -2.065 -0.715 -0.2 -1.3 -0.3
Mg 0.351 -0.273 -0.079 0.0 2.3 1.0
C -1.271 1.548 -0.980 -0.8 -0.7 1.1
C 0.099 1.629 -1.249 3.0 5.0 -2.4
C 0.727 2.348 -2.272 -0.4 -1.3 0.5
N 1.717 1.150 -0.376 -1.4 -2.7 -0.1
H -2.020 -2.088 -1.052 0.5 0.3 0.1
H -0.735 -0.727 -3.003 0.3 0.1 0.5
H -0.169 -3.017 0.684 0.1 0.4 -0.4
H 2.285 -2.334 -0.253 -0.4 0.3 -0.2
H 1.927 -0.869 -2.519 -0.5 0.0 0.5
H -2.064 1.057 -1.602 1.3 0.4 0.3
H 2.474 1.454 0.256 -1.3 1.4 0.1
H -1.650 2.045 -0.071 0.3 -0.6 -0.3
H 0.176 3.004 -2.968 -0.1 -0.4 0.3
H 1.815 2.239 -2.409 -0.7 0.1 0.0
Cl -1.846 -1.119 4.435 -1.0 -1.3 0.4
C -0.810 0.194 4.083 0.2 1.8 -2.5
Cl 0.821 -0.091 4.602 1.0 -0.2 0.7
C -0.684 0.510 2.460 -0.3 0.6 -0.5
O -0.857 1.695 2.123 0.1 -1.6 1.4
O -0.391 -0.498 1.738 -0.5 0.9 1.8
H -1.198 1.093 4.559 0.2 -0.1 0.0
```
Positions in Å, forces in eV/Å.

Properties
Gap between HOMO and LUMO = 3.25 eV
Charge = -2
Calculated total energy = -46618.6093 eV

Atom charges from the natural (NBO) analysis, given in e for atoms 1 to 6: C -0.353; C -0.379; C -0.410; C -0.423; C -0.466; Mg 1.755



(6)
A structure of composition C10H11Cl3NO2Y, computed with ωB97M-V/def2-TZVPD.

Structure (XYZ):
```
28
Properties=species:S:1:pos:R:3:forces:R:3
Y -2.322 1.429 -0.126 -1.0 1.7 -0.4
Cl 1.276 -3.802 3.574 0.8 -0.5 0.8
C 0.357 -2.809 2.552 -0.2 0.3 0.4
C -0.061 -1.567 2.953 0.5 0.1 0.0
C -0.825 -0.808 2.122 -0.6 -0.2 -1.0
Cl -1.391 0.756 2.612 -0.1 0.4 0.0
C -1.262 -1.289 0.887 -0.5 -1.2 -0.9
O -2.089 -0.671 0.100 0.0 0.1 0.1
C -0.797 -2.584 0.514 -0.5 1.0 -0.5
Cl -1.198 -3.261 -1.033 -0.2 0.3 0.0
C -0.011 -3.308 1.333 1.2 -2.0 -0.4
H 0.252 -1.101 3.844 0.4 0.0 1.2
H 0.390 -4.296 1.010 -0.5 0.9 0.3
C 2.989 1.529 -2.292 -0.1 -1.4 1.0
N 1.685 1.345 -1.643 0.5 -0.2 0.1
C 1.241 0.001 -1.292 -0.6 0.6 0.1
C 0.989 2.408 -1.305 -0.6 0.8 -0.5
O -0.117 2.442 -0.756 -0.9 -0.9 0.5
H 3.776 1.410 -1.514 -0.3 0.1 -0.7
H 2.991 2.520 -2.682 0.4 0.6 -0.5
H 3.101 0.744 -3.068 0.1 0.7 0.4
H 1.775 -0.696 -1.899 0.2 -0.5 -0.4
H 0.175 -0.050 -1.510 0.0 -0.3 0.0
H 1.380 -0.248 -0.242 0.1 0.2 0.1
H 1.384 3.377 -1.620 0.5 -0.1 0.0
C -4.271 2.464 -0.179 0.9 0.0 0.9
H -5.198 2.651 0.406 0.2 -0.7 -0.4
H -4.220 3.413 -0.746 0.4 0.0 -0.2
```
Positions in Å, forces in eV/Å.

Properties
Gap between HOMO and LUMO (alpha / beta) = 5.05 / 5.05 eV
Calculated total energy = -54742.0134 eV

Atom charges from the natural (NBO) analysis, given in e for atoms 1 to 6: Y 1.885; Cl 0.025; C -0.078; C -0.235; C -0.130; Cl 0.033